Record 1
Formula: H22O11
Source: the Open Molecules 2025 dataset
Level of theory: wB97M-V/def2-TZVPD

## Properties
net charge	0
E_LUMO	-0.001	Ha
ΔE to the lowest compared entry with this formula, charge and spin	40.22	kcal per mole
multiplicity	1
SMILES	O.O.O.O.O.O.O.O.O.O.O
HOMO	-10.405	eV
gap between HOMO and LUMO	10.369	eV
strongest force on any atom	3.23	eV/A

Last column: Löwdin charge in e.
Atoms and positions in Å:
O (-2.525, 0.859, -1.925)  -0.02
H (-2.600, 0.066, -1.463)  -0.06
H (-1.843, 1.305, -1.415)  0.04
O (-2.056, -0.476, 2.098)  -0.01
H (-1.418, -0.258, 1.477)  -0.05
H (-1.937, -1.439, 2.174)  0.07
O (0.740, 1.439, 1.652)  -0.05
H (0.533, 0.836, 0.908)  -0.02
H (1.669, 1.326, 1.558)  0.01
O (-0.225, -0.279, -0.115)  -0.10
H (0.390, -0.792, 0.486)  0.02
H (0.175, -0.422, -1.006)  0.03
O (1.576, 2.675, -1.340)  -0.06
H (0.922, 2.195, -1.857)  -0.01
H (1.935, 2.063, -0.693)  -0.03
O (1.111, -1.997, 1.441)  -0.03
H (0.370, -2.156, 2.048)  0.06
H (1.814, -1.956, 2.111)  0.08
O (0.813, -1.514, -2.417)  -0.05
H (0.399, -0.849, -2.949)  -0.02
H (0.146, -1.981, -1.895)  0.05
O (0.601, -0.087, 4.093)  -0.04
H (-0.116, 0.087, 4.705)  0.04
H (0.346, 0.256, 3.274)  -0.06
O (2.823, 0.562, -0.162)  -0.03
H (3.161, -0.343, 0.024)  0.09
H (3.615, 1.058, -0.169)  0.05
O (-3.178, -1.255, -0.287)  -0.07
H (-4.139, -1.072, -0.387)  0.08
H (-2.945, -0.713, 0.468)  -0.01
O (0.220, 0.887, -3.196)  -0.02
H (-0.682, 1.059, -3.068)  0.00
H (0.305, 0.916, -4.172)  0.11

---

Record 2
Formula: H22O11
Source: the Open Molecules 2025 dataset
Level of theory: wB97M-V/def2-TZVPD

## Properties
net charge	0
E_LUMO	-0.005	Ha
ΔE to the lowest compared entry with this formula, charge and spin	84.30	kcal per mole
multiplicity	1
SMILES	O.O.O.O.O.O.O.O.O.O.O
HOMO	-10.741	eV
gap between HOMO and LUMO	10.593	eV
strongest force on any atom	1.76	eV/A

Last column: Löwdin charge in e.
Atoms and positions in Å:
O (-0.484, 0.498, -0.240)  -0.06
H (-0.849, 0.590, -1.127)  0.02
H (0.214, -0.159, -0.341)  0.05
O (3.089, 0.649, -0.993)  -0.07
H (2.296, 1.126, -0.722)  0.02
H (3.611, 0.583, -0.186)  -0.02
O (-1.784, 1.287, 1.471)  -0.08
H (-2.532, 1.792, 1.132)  0.02
H (-1.357, 1.888, 2.091)  0.05
O (1.220, 0.243, 3.457)  -0.06
H (0.373, 0.299, 3.914)  0.04
H (1.568, -0.619, 3.713)  0.04
O (-5.134, -1.498, 0.157)  -0.06
H (-5.949, -1.988, -0.006)  0.04
H (-4.711, -1.453, -0.708)  0.03
O (-1.139, -1.206, -2.642)  -0.05
H (-0.712, -0.390, -2.926)  0.04
H (-1.462, -1.005, -1.756)  0.01
O (4.200, -2.291, -1.294)  -0.05
H (4.177, -2.758, -2.136)  0.04
H (3.710, -2.865, -0.694)  0.02
O (0.311, -4.362, 0.057)  -0.06
H (1.145, -4.432, -0.421)  0.03
H (-0.232, -3.794, -0.500)  0.03
O (-4.309, 0.945, 0.269)  -0.06
H (-3.652, 0.421, -0.203)  0.02
H (-4.000, 0.940, 1.182)  0.03
O (0.741, 4.902, -2.004)  -0.06
H (0.014, 4.271, -2.052)  0.03
H (0.325, 5.715, -1.696)  0.03
O (4.133, 0.811, 1.599)  -0.05
H (3.826, 1.614, 2.034)  0.06
H (3.353, 0.245, 1.575)  0.03